1.
This record from the Open Molecules 2025 dataset describes a molecular structure, C9H27ClI2LaP3. The level of theory is ωB97M-V with the def2-TZVPD basis set.

Each line ends with the natural charge from an NBO analysis.
CARTESIAN COORDINATES (ANGSTROEM)
1 I -0.85035 -2.51105 -1.38539  0.277
2 I 1.89013 2.13504 1.09599  0.291
3 La 1.15770 -0.49860 -0.28270  1.285
4 P 1.08687 -1.88230 2.34872  0.696
5 C -0.26265 -1.75237 3.57568  -0.922
6 C 1.27913 -3.69204 2.10490  -0.917
7 H 1.55414 -4.18494 3.04329  0.265
8 H 2.73406 -2.17438 4.13735  0.265
9 H 2.04436 -3.86722 1.33213  0.259
10 H 3.45939 -1.47084 2.63739  0.259
11 H -1.19417 -2.07901 3.08916  0.242
12 H 0.34375 -4.09516 1.69597  0.245
13 C 2.59124 -1.46636 3.31430  -0.917
14 H -0.08203 -2.34004 4.49047  0.269
15 H 2.50076 -0.43480 3.67869  0.245
16 H -0.38481 -0.68558 3.82563  0.242
17 P 0.97687 0.94781 -2.83201  0.700
18 C -0.42135 2.01590 -3.32155  -0.922
19 C 2.46127 2.01477 -3.02450  -0.919
20 H 1.93590 -0.97594 -3.96078  0.259
21 H 1.38375 0.26826 -5.15602  0.264
22 H 0.21613 -0.82717 -4.29572  0.244
23 C 1.14692 -0.24927 -4.21779  -0.919
24 H 3.34709 1.44541 -2.69941  0.259
25 H 2.57107 2.35172 -4.06414  0.265
26 H -0.28538 2.46209 -4.31571  0.266
27 H -0.53162 2.79861 -2.55053  0.243
28 H 2.37199 2.86156 -2.32981  0.243
29 H -1.33994 1.40660 -3.28495  0.243
30 Cl 3.47032 -1.54624 -0.88434  -0.551
31 C -3.23763 2.15879 -0.59081  -0.935
32 P -1.93424 1.07004 0.05984  0.801
33 C -1.75818 1.81459 1.73042  -0.918
34 C -2.99246 -0.30052 0.66685  -0.922
35 H -2.82776 3.14599 -0.81539  0.256
36 H -4.07771 2.28921 0.13494  0.261
37 H -3.64619 1.74558 -1.51529  0.257
38 H -2.76083 2.03440 2.12365  0.260
39 H -1.23769 1.08909 2.36541  0.227
40 H -1.14136 2.70320 1.68806  0.232
41 H -3.86316 0.13177 1.18418  0.258
42 H -3.29721 -0.94234 -0.15135  0.235
43 H -2.39613 -0.91425 1.35519  0.228

total energy = -67208.1338 eV
E_HOMO (spin up / spin down) = -0.55785 / -0.55796 hartree
total charge = +2
orbital gap (spin up / spin down) = 4.39 / 4.36 eV

---

2.
This record from the Open Molecules 2025 dataset describes a molecular structure, Br2H2N2O2S. The level of theory is ωB97M-V with the def2-TZVPD basis set.

Each line ends with the natural charge from an NBO analysis.
CARTESIAN COORDINATES (ANGSTROEM)
1 N -1.99253 -0.29178 -0.59651  -0.994
2 N 3.46793 -0.32429 0.46991  -0.599
3 O -1.10283 0.76982 1.47182  -0.879
4 O -1.09913 2.16053 -0.58313  -0.830
5 S -0.82056 0.90360 0.05941  1.895
6 Br 1.96866 0.37127 -0.10070  0.336
7 Br 3.82658 -2.09907 0.46160  0.282
8 H -1.89400 -0.71366 -1.42172  0.382
9 H -2.35411 -0.77642 0.23932  0.408

total energy = -158022.2722 eV
E_HOMO (spin up / spin down) = -0.35680 / -0.35283 hartree
orbital gap (spin up / spin down) = 6.76 / 7.87 eV

---

3.
This record from the Open Molecules 2025 dataset describes 3 unconnected molecules or ions with the total composition C30H64BBrN2O3PS. The level of theory is ωB97M-V with the def2-TZVPD basis set.

Each line ends with the Löwdin charge.
CARTESIAN COORDINATES (ANGSTROEM)
1 C 4.62647 2.13114 4.44319  -0.137
2 C 5.03961 1.42522 2.98455  -0.235
3 C 5.98041 0.13727 3.36487  -0.232
4 C 6.31836 -0.87046 2.11646  -0.211
5 C 4.98111 -1.37455 1.28012  -0.193
6 C 3.88364 -2.17969 2.25234  -0.179
7 C 2.50315 -1.29974 2.18633  -0.181
8 C 1.13051 -2.12218 2.53929  -0.441
9 P 0.53684 -3.07776 0.94857  0.664
10 O -1.10678 -3.66349 1.28293  -0.402
11 Br 1.74245 -4.97113 0.61372  0.321
12 C 1.18047 -3.36815 3.62611  0.008
13 N 0.58356 -3.04182 4.81864  -0.462
14 S 0.29705 -3.93939 6.28876  0.884
15 C 0.06664 -1.61331 4.87909  -0.170
16 B 1.27304 -0.86700 5.73857  -0.370
17 C 2.84855 -1.33635 5.79005  -0.024
18 O 0.91337 0.35142 6.52822  0.006
19 C -0.08087 -1.23279 3.25699  -0.170
20 C -0.24672 0.34867 2.86005  -0.121
21 C -1.64268 0.73522 2.09424  -0.174
22 N -1.49110 1.51352 0.81295  -0.102
23 C -0.65587 0.80866 -0.22735  -0.202
24 C -1.32672 -0.63123 -0.75246  -0.120
25 C -1.11091 2.95778 1.01954  -0.258
26 C -0.90469 3.73638 2.44719  -0.030
27 O -0.96930 3.73089 -0.09377  -0.072
28 H 3.47774 2.06285 4.67289  0.056
29 H 5.17286 1.54248 5.31262  0.076
30 H 5.03862 3.24734 4.50507  0.091
31 H 5.63904 2.27888 2.40620  0.126
32 H 4.07226 1.16192 2.37531  0.078
33 H 5.55912 -0.49248 4.26079  0.089
34 H 7.02057 0.57966 3.73360  0.132
35 H 6.86526 -1.84403 2.48582  0.117
36 H 7.03905 -0.29550 1.36273  0.126
37 H 4.47893 -0.37519 0.86298  0.102
38 H 5.29073 -1.99187 0.33390  0.118
39 H 3.80973 -3.26251 1.81548  0.071
40 H 4.34365 -2.26537 3.32584  0.103
41 H 2.37103 -0.89745 1.07039  0.125
42 H 2.63117 -0.38554 2.91272  0.106
43 H -1.21212 -4.52724 0.75699  0.068
44 H 1.62217 -4.44937 3.50528  0.146
45 H -1.11990 -4.12370 6.31885  -0.039
46 H -0.95616 -1.44867 5.44186  0.178
47 H 3.44698 -0.85534 4.88073  0.060
48 H 3.32838 -0.86655 6.77131  0.113
49 H 2.98769 -2.50509 5.77270  0.077
50 H 1.12697 1.12116 5.89082  0.121
51 H -1.14077 -1.72829 3.03333  0.143
52 H -0.26304 0.94642 3.89375  0.112
53 H 0.67619 0.80389 2.26829  0.124
54 H -2.27713 -0.25651 1.89612  0.130
55 H -2.31256 1.36381 2.85690  0.146
56 H -0.50362 1.43509 -1.23190  0.148
57 H 0.43414 0.52112 0.12192  0.103
58 H -1.62257 -1.34519 0.12558  0.031
59 H -2.23883 -0.46396 -1.47208  0.093
60 H -0.43355 -1.17499 -1.32836  0.074
61 H -1.93540 4.17427 2.78662  0.103
62 H -0.15171 4.65571 2.32962  0.117
63 H -0.47568 3.08532 3.31812  0.058
64 C -1.34902 -4.07347 -2.63098  -0.117
65 C -0.55834 -3.56232 -3.82503  -0.267
66 C -1.33491 -2.56019 -4.68218  -0.225
67 C -2.60884 -3.10295 -5.33840  -0.227
68 C -2.41302 -4.32101 -6.24467  -0.274
69 C -1.51922 -4.04257 -7.44293  -0.114
70 H -2.24199 -4.62345 -2.94221  0.074
71 H -0.73202 -4.75385 -2.03491  0.054
72 H -1.65941 -3.24578 -1.98556  0.050
73 H -0.22276 -4.40919 -4.43372  0.103
74 H 0.34988 -3.07234 -3.45561  0.100
75 H -0.66496 -2.16755 -5.45627  0.105
76 H -1.60924 -1.69861 -4.05874  0.100
77 H -3.06577 -2.29487 -5.92476  0.113
78 H -3.33892 -3.35827 -4.56128  0.101
79 H -3.39538 -4.64180 -6.61113  0.107
80 H -2.00905 -5.16376 -5.67274  0.098
81 H -1.92555 -3.22905 -8.05233  0.078
82 H -1.44820 -4.93452 -8.07435  0.073
83 H -0.50450 -3.77239 -7.13668  0.066
84 C -2.21749 5.92528 -5.31970  -0.117
85 C -3.66564 5.55552 -5.03979  -0.275
86 C -4.12151 5.91930 -3.62491  -0.229
87 C -3.37506 5.21043 -2.48982  -0.226
88 C -3.41670 3.68076 -2.53112  -0.275
89 C -4.82170 3.11298 -2.40528  -0.114
90 H -1.52752 5.38089 -4.66831  0.065
91 H -1.95984 5.67860 -6.35492  0.070
92 H -2.05445 6.99819 -5.17743  0.076
93 H -3.81543 4.48676 -5.22851  0.098
94 H -4.30365 6.08501 -5.75673  0.105
95 H -5.19522 5.71447 -3.53886  0.101
96 H -4.01146 7.00307 -3.48498  0.110
97 H -3.79655 5.55068 -1.53474  0.111
98 H -2.32698 5.53236 -2.48582  0.101
99 H -2.81067 3.29509 -1.70274  0.074
100 H -2.95102 3.30897 -3.45060  0.101
101 H -5.29251 3.43938 -1.47249  0.075
102 H -4.78589 2.01845 -2.40054  0.064
103 H -5.45826 3.41954 -3.24030  0.067

total energy = -132099.7440 eV
E_HOMO = -0.43081 hartree
total charge = +1
orbital gap = 7.00 eV

---

4.
This record from the Open Molecules 2025 dataset describes a gas-phase ion, C11H11N2O2 (charge -1). The level of theory is ωB97M-V with the def2-TZVPD basis set.

Each line ends with the natural charge from an NBO analysis.
CARTESIAN COORDINATES (ANGSTROEM)
1 C -0.38896 -1.73816 0.07110  -0.610
2 C 0.49685 -0.58194 -0.58396  -0.290
3 C 0.26094 0.64351 0.25883  0.273
4 N -0.85552 1.39418 -0.06205  -0.216
5 C -1.75362 1.10109 -0.99817  -0.013
6 C -2.73251 2.07130 -0.93027  -0.383
7 C -2.21649 3.00987 0.04154  -0.037
8 N -1.06740 2.62729 0.55628  -0.272
9 C 0.98719 1.02302 1.34027  -0.283
10 C 2.19780 0.20482 1.55875  -0.287
11 C 2.70068 -0.59600 0.62346  -0.122
12 C 2.01075 -0.89776 -0.62213  -0.396
13 C 2.50779 -0.07358 -1.94901  0.799
14 O 3.64679 0.33864 -1.87564  -0.754
15 O 1.76428 -0.21527 -2.88299  -0.758
16 H -0.49571 -1.72939 1.13044  0.204
17 H -0.10504 -2.73894 -0.21574  0.202
18 H -1.43723 -1.65688 -0.24152  0.183
19 H 0.09902 -0.35673 -1.63759  0.274
20 H -1.80292 0.10855 -1.42841  0.232
21 H -3.61443 2.33603 -1.51995  0.218
22 H -2.64249 3.97112 0.28398  0.191
23 H 0.83573 1.88018 1.98156  0.232
24 H 2.79892 0.10974 2.43074  0.197
25 H 3.67190 -1.06881 0.80482  0.197
26 H 2.14066 -1.98319 -0.97190  0.216

total energy = -18660.2150 eV
E_HOMO = -0.13981 hartree
total charge = -1
orbital gap = 7.20 eV
SMILES string = C[C@H]1C(n2cccn2)=CC=C[C@@H]1C(=O)[O-]

---

5.
This record from the Open Molecules 2025 dataset describes 2 unconnected molecules or ions with the total composition C6H4BrO2S. The level of theory is ωB97M-V with the def2-TZVPD basis set.

Each line ends with the natural charge from an NBO analysis.
CARTESIAN COORDINATES (ANGSTROEM)
1 C 1.18518 0.23137 -0.99567  -0.210
2 C -0.22399 -0.03998 -0.81147  -0.537
3 C 1.77952 1.09772 -0.03685  -0.545
4 C -0.76043 0.82486 0.17082  -0.060
5 C 0.45793 -2.31038 0.67472  1.045
6 C -2.05927 1.22254 0.49400  -0.548
7 O -0.12689 -3.03379 -0.04371  -0.566
8 O 1.00518 -1.68967 1.45359  -0.500
9 S 0.64104 1.68133 1.15339  0.199
10 Br -3.43118 0.21063 -0.33991  -0.082
11 H 1.78909 -0.19274 -1.81473  0.192
12 H -0.76732 -0.71072 -1.40224  0.227
13 H 2.79556 1.04255 0.11903  0.197
14 H -2.28443 1.66629 1.37904  0.189

total energy = -91259.5330 eV
E_HOMO = -0.06853 hartree
total charge = -1
orbital gap = 5.22 eV